No. 1
{"formula": "C4H3FO", "method": "the ωB97M-V functional and the def2-TZVPD basis", "spin_multiplicity": 1, "total_charge": 0, "e_above_lowest_kj_mol": 108.5, "e_homo_ev": -8.45, "smiles": "O=C=C/C=C/F", "species": ["C", "C", "C", "C", "O", "F", "H", "H", "H"], "xyz": [[0.82495, 0.19851, -0.49781], [-0.28235, -0.10998, 0.38167], [1.95856, 0.44999, 0.10802], [-1.41759, -0.26769, -0.18537], [2.80206, 0.37426, 0.90615], [-2.49273, -0.63826, 0.52996], [0.56612, 0.42351, -1.46970], [-0.28298, -0.33140, 1.40552], [-1.67605, -0.09893, -1.17846]]}

No. 2
{"formula": "C2H5N3S", "method": "the ωB97M-V functional and the def2-TZVPD basis", "spin_multiplicity": 1, "total_charge": 2, "e_above_lowest_kj_mol": 14.4, "e_homo_ev": -19.72, "smiles": "C1=[NH+]C=[NH+]SN1", "species": ["C", "C", "N", "N", "N", "S", "H", "H", "H", "H", "H"], "xyz": [[0.40156, 1.18104, -0.12184], [0.46151, -1.22334, -0.11650], [-0.90771, 1.29580, 0.05801], [1.01530, -0.02484, -0.32729], [-0.80616, -1.36626, 0.04540], [-2.00568, 0.03365, -0.26642], [1.11088, 2.12702, -0.04313], [1.07822, -1.98851, 0.11746], [-1.09854, 2.20511, 0.40329], [1.98142, -0.06238, -0.21173], [-1.23082, -2.17729, 0.46276]]}

No. 3
{"formula": "C29H59ClIN5O7P", "method": "the ωB97M-V functional and the def2-TZVPD basis", "spin_multiplicity": 1, "total_charge": 1, "e_above_lowest_kj_mol": 108.5, "e_homo_ev": -10.52, "species": ["N", "C", "C", "N", "C", "C", "N", "P", "O", "Cl", "N", "I", "C", "N", "H", "H", "H", "H", "H", "H", "H", "H", "H", "H", "H", "C", "C", "C", "O", "C", "H", "H", "H", "H", "H", "H", "H", "H", "C", "C", "C", "O", "C", "H", "H", "H", "H", "H", "H", "H", "H", "C", "C", "C", "O", "C", "H", "H", "H", "H", "H", "H", "H", "H", "C", "C", "C", "O", "C", "H", "H", "H", "H", "H", "H", "H", "H", "C", "C", "C", "O", "C", "H", "H", "H", "H", "H", "H", "H", "H", "C", "C", "C", "O", "C", "H", "H", "H", "H", "H", "H", "H", "H"], "xyz": [[8.01373, 6.84790, 0.67608], [7.53911, 5.90485, 1.34313], [7.81233, 4.42681, 1.07319], [6.65988, 3.79390, 0.40503], [5.32400, 3.91688, 1.00976], [4.44100, 4.30843, -0.20599], [4.40400, 5.78690, -0.24316], [2.70158, 3.65772, 0.26688], [2.14431, 4.85791, 1.24728], [1.47158, 3.75659, -1.39105], [5.23132, 3.63334, -1.21391], [4.62536, 3.73181, -3.17665], [6.51507, 3.99782, -0.91234], [7.39167, 4.47692, -1.75300], [8.61099, 6.45087, -0.05316], [6.88020, 6.13347, 2.17871], [8.10000, 3.90390, 1.98131], [8.66784, 4.35220, 0.40681], [5.21092, 4.49665, 1.91948], [4.97894, 2.92116, 1.32186], [5.00227, 6.19793, -0.95012], [4.62147, 6.18399, 0.65718], [2.86918, 5.15750, 1.81575], [8.38633, 4.31833, -1.70944], [7.04286, 5.02652, -2.52939], [2.90444, -1.20466, -3.14926], [3.88767, -2.02103, -3.97604], [4.81300, -0.94287, -4.51634], [4.84304, 0.10361, -3.53290], [3.80077, -0.12504, -2.57042], [2.38983, -1.78032, -2.38176], [2.15185, -0.75540, -3.80321], [4.44339, -2.70059, -3.32588], [3.41933, -2.61046, -4.76230], [4.42940, -0.52003, -5.45086], [5.82635, -1.30562, -4.69076], [4.26673, -0.45532, -1.63620], [3.26566, 0.80931, -2.38033], [0.12070, -2.13937, 1.89514], [-0.78986, -1.75870, 0.74242], [0.15350, -0.98720, -0.16357], [1.45816, -1.54572, 0.03359], [1.43751, -2.40726, 1.18304], [-0.23228, -2.99466, 2.46897], [0.22859, -1.29072, 2.57688], [-1.14322, -2.66082, 0.23574], [-1.65872, -1.17531, 1.04525], [0.19353, 0.07309, 0.11401], [-0.11988, -1.05903, -1.21803], [1.49541, -3.44269, 0.83342], [2.30822, -2.20298, 1.80809], [-2.06832, -5.48516, -3.23886], [-2.81010, -6.01485, -2.01972], [-1.66206, -6.34230, -1.07945], [-0.60423, -5.41802, -1.37497], [-0.90786, -4.73852, -2.59889], [-2.67752, -4.85124, -3.88184], [-1.69259, -6.31821, -3.83817], [-3.43314, -5.22760, -1.59138], [-3.44618, -6.87040, -2.22860], [-1.28361, -7.35555, -1.25169], [-1.93949, -6.24998, -0.02822], [-1.18808, -3.70661, -2.35397], [-0.02043, -4.71527, -3.23355], [-1.00808, 2.81525, 4.26212], [-0.70649, 1.69352, 5.24496], [-1.85510, 0.73418, 4.98264], [-2.21409, 0.88237, 3.60269], [-1.56428, 2.04684, 3.07424], [-0.13934, 3.42095, 4.00590], [-1.77510, 3.47576, 4.67285], [0.24443, 1.21875, 4.98746], [-0.65367, 2.01857, 6.28310], [-2.73025, 0.98738, 5.58990], [-1.58728, -0.30523, 5.17703], [-0.76048, 1.71173, 2.40620], [-2.27666, 2.63236, 2.49359], [-5.58544, 5.00204, -0.07883], [-6.09845, 4.13822, 1.06700], [-4.80361, 3.58992, 1.64646], [-3.79928, 4.58616, 1.41813], [-4.30370, 5.57148, 0.51043], [-6.28535, 5.77363, -0.39570], [-5.35484, 4.37472, -0.94331], [-6.60532, 4.76304, 1.80601], [-6.78769, 3.35569, 0.75393], [-4.49319, 2.67346, 1.13274], [-4.87297, 3.38215, 2.71502], [-4.50042, 6.48787, 1.07696], [-3.54922, 5.78789, -0.24700], [-7.11389, -7.29370, 0.54602], [-8.04010, -6.92006, -0.60391], [-7.10140, -6.15138, -1.52149], [-5.79588, -6.71013, -1.33375], [-5.80664, -7.56314, -0.18333], [-7.45742, -8.14691, 1.12878], [-6.99826, -6.44313, 1.22215], [-8.39635, -7.82394, -1.10348], [-8.90730, -6.33638, -0.29904], [-7.06046, -5.09079, -1.25032], [-7.38114, -6.22956, -2.57257], [-5.75147, -8.60113, -0.52847], [-4.92920, -7.35519, 0.43130]]}

Copy entry 2 word for word.
{"formula": "C2H5N3S", "method": "the ωB97M-V functional and the def2-TZVPD basis", "spin_multiplicity": 1, "total_charge": 2, "e_above_lowest_kj_mol": 14.4, "e_homo_ev": -19.72, "smiles": "C1=[NH+]C=[NH+]SN1", "species": ["C", "C", "N", "N", "N", "S", "H", "H", "H", "H", "H"], "xyz": [[0.40156, 1.18104, -0.12184], [0.46151, -1.22334, -0.11650], [-0.90771, 1.29580, 0.05801], [1.01530, -0.02484, -0.32729], [-0.80616, -1.36626, 0.04540], [-2.00568, 0.03365, -0.26642], [1.11088, 2.12702, -0.04313], [1.07822, -1.98851, 0.11746], [-1.09854, 2.20511, 0.40329], [1.98142, -0.06238, -0.21173], [-1.23082, -2.17729, 0.46276]]}